The following is a DFT calculation (ωB97M-V/def2-TZVPD) of a structure of composition C37H40BrClN4O3RbSb.

Values from the calculation:
LUMO   3.89 eV
HOMO   -1.394 eV
Molar mass   911.34 g mol⁻¹
Net charge   -2
Energy above the lowest of the compared OMol25 structures with the same formula, charge and spin   0.0 kcal/mol
E_tot   -5177.2412 a.u.
Max |F|   0.18 eV Å⁻¹

Geometry (Å):
C  -3.104  -0.540  -4.984
C  -3.950  1.304  -3.714
C  -2.753  -1.943  3.618
C  3.052  -4.671  3.315
H  1.131  3.316  -3.362
H  -4.189  3.619  0.119
C  3.876  -1.485  -3.332
H  -3.721  -0.795  2.040
C  -3.381  4.055  -0.472
H  4.353  -3.113  2.687
H  -3.092  -1.305  4.437
C  0.934  -3.087  2.245
C  3.939  -2.625  -5.390
C  -0.580  0.451  5.215
C  2.788  2.783  -0.445
Rb  0.029  -1.762  -1.023
Cl  4.350  -5.660  3.972
C  4.071  2.666  1.586
C  2.307  -2.642  2.223
O  0.332  -4.272  -4.081
H  1.519  -6.092  3.838
H  0.210  0.343  5.966
C  3.326  -3.460  2.740
N  -3.261  3.358  -1.733
C  2.838  -3.343  -4.960
N  1.293  0.954  -0.991
C  1.729  -5.130  3.386
H  -1.244  3.955  -2.031
H  -3.697  1.569  -0.779
H  5.346  -1.065  -4.842
H  -3.422  -2.810  3.579
C  2.205  1.529  -0.169
C  1.128  -3.940  -3.184
H  -1.754  -2.312  3.855
H  -3.611  5.110  -0.646
H  3.829  -1.226  1.692
H  -4.766  0.687  -5.609
H  -1.467  -1.596  -4.155
H  0.144  1.108  -2.661
H  -4.265  2.379  4.331
C  -2.148  -0.758  -3.993
C  -2.958  1.939  -1.501
H  0.829  0.724  3.601
H  -3.043  2.501  2.159
H  2.343  -4.079  -5.576
H  -4.360  0.817  3.524
H  -3.243  1.043  4.860
H  -1.396  -0.212  5.508
Sb  -1.314  0.418  2.078
C  -2.973  1.067  -2.745
H  -0.950  1.478  5.279
N  2.849  -2.164  -2.886
C  -2.224  3.969  -2.541
C  2.326  -3.104  -3.687
C  -2.019  0.031  -2.829
O  1.116  -4.185  -1.963
N  1.990  -0.402  1.301
C  -0.055  0.119  3.824
H  3.751  0.895  2.791
C  0.717  -4.368  2.873
C  1.467  2.845  -2.448
C  3.732  3.343  0.451
C  2.595  0.817  1.013
C  0.927  1.590  -2.073
H  4.166  4.311  0.225
H  -0.307  -4.720  2.902
H  2.827  4.394  -1.886
H  0.266  -0.920  3.755
O  -0.035  -2.440  1.766
C  -4.014  0.503  -4.847
H  -2.483  5.009  -2.761
H  4.781  3.095  2.284
H  -1.899  2.669  3.470
C  -2.588  1.963  2.995
H  -2.463  -1.896  1.493
C  -2.737  -1.203  2.287
H  -1.971  1.820  -1.024
H  -3.143  -1.179  -5.863
C  2.391  3.432  -1.638
H  -2.455  4.003  0.131
H  -4.653  2.124  -3.586
C  3.500  1.407  1.870
C  2.737  -1.360  1.705
H  -2.124  3.424  -3.480
H  4.370  -2.804  -6.369
C  4.490  -1.660  -4.559
C  -3.669  1.528  3.980
Br  4.576  -0.141  -2.153

Force components x, y, z for each atom (eV/Å):
C 0.0 0.0 0.0
C 0.0 0.0 0.0
C 0.0 0.0 0.0
C 0.0 0.0 0.0
H 0.0 0.0 0.0
H 0.0 0.0 0.0
C -0.1 0.0 0.1
H 0.0 0.0 0.0
C 0.0 0.0 0.0
H 0.0 0.0 0.0
H 0.0 0.0 0.0
C -0.1 0.0 0.0
C 0.0 0.0 0.0
C 0.0 0.0 0.0
C 0.0 0.1 0.0
Rb 0.0 0.1 0.1
Cl 0.0 0.0 0.0
C 0.0 0.0 0.0
C 0.1 0.1 0.0
O 0.1 0.0 0.0
H 0.0 0.0 0.0
H 0.0 0.0 0.0
C 0.0 0.0 0.0
N 0.0 0.0 0.0
C 0.0 0.1 0.0
N 0.0 0.1 0.0
C 0.0 0.0 0.0
H 0.0 0.0 0.0
H 0.0 0.0 0.0
H 0.0 0.0 0.0
H 0.0 0.0 0.0
C 0.0 0.0 0.0
C 0.0 -0.2 -0.1
H 0.0 0.0 0.0
H 0.0 0.0 0.0
H 0.0 0.0 0.0
H 0.0 0.0 0.0
H 0.0 0.0 0.0
H 0.0 0.0 0.0
H 0.0 0.0 0.0
C 0.0 0.0 0.0
C 0.0 0.0 0.0
H 0.0 0.0 0.0
H 0.0 0.0 0.0
H 0.0 0.0 0.0
H 0.0 0.0 0.0
H 0.0 0.0 0.0
H 0.0 0.0 0.0
Sb 0.0 0.0 0.1
C 0.0 0.0 0.1
H 0.0 0.0 0.0
N 0.0 -0.1 0.0
C 0.0 0.0 0.0
C 0.0 0.0 0.0
C 0.0 -0.1 0.0
O 0.0 0.1 -0.1
N 0.1 -0.1 -0.1
C 0.0 0.0 0.0
H 0.0 0.0 0.0
C 0.0 0.0 0.0
C 0.0 0.0 0.0
C 0.0 0.0 0.0
C 0.0 0.0 0.1
C 0.0 0.0 0.0
H 0.0 0.0 0.0
H 0.0 0.0 0.0
H 0.0 0.0 0.0
H 0.0 0.0 0.0
O 0.0 0.1 0.0
C 0.0 0.0 0.0
H 0.0 0.0 0.0
H 0.0 0.0 0.0
H 0.0 0.0 0.0
C 0.0 0.0 0.0
H 0.0 0.0 0.0
C 0.0 0.0 0.0
H 0.0 0.0 0.0
H 0.0 0.0 0.0
C 0.0 0.0 0.0
H 0.0 0.0 0.0
H 0.0 0.0 0.0
C 0.0 0.0 0.0
C -0.1 0.0 0.0
H 0.0 0.0 0.0
H 0.0 0.0 0.0
C 0.0 0.0 0.0
C 0.0 0.0 0.0
Br 0.0 0.0 0.0